1.
Here is C61H49Br2FGeN5OS2Sr as an isolated structure from the Open Molecules 2025 dataset. Energies are from wB97M-V/def2-TZVPD.

Its LUMO energy (spin up / spin down) is 3.534 / 2.038 eV. The expectation value of S² is 0.79. The value obtained for the HOMO energy (spin up / spin down) is -0.084 / -0.084 hartree.

Structure (ORCA input):
```
! wB97M-V def2-TZVPD RIJCOSX def2/J DEFGRID3
* xyz -2 2
Sr -1.12 0.51 -0.82
S -1.26 1.54 -3.79
C -2.91 1.71 -4.08
C -3.38 1.51 -5.41
C -4.69 1.66 -5.77
C -5.09 1.46 -7.13
N -5.40 1.29 -8.23
C -5.65 2.02 -4.78
C -5.24 2.22 -3.49
C -3.88 2.09 -3.07
S -3.51 2.41 -1.47
C -7.03 2.20 -5.12
N -8.14 2.35 -5.40
H -2.65 1.23 -6.16
H -5.96 2.50 -2.73
C 1.88 -0.07 -3.11
C 0.98 -1.26 -3.34
C 1.36 -2.28 -4.23
C 0.49 -3.29 -4.52
C -0.80 -3.29 -3.94
C -1.81 -4.24 -4.21
Br -1.49 -5.68 -5.42
C -3.05 -4.12 -3.64
C -3.33 -3.08 -2.75
Br -5.05 -2.99 -1.97
C -2.38 -2.13 -2.36
O -2.56 -1.21 -1.52
C -1.08 -2.25 -3.03
N -0.18 -1.28 -2.74
H 2.92 -0.32 -3.29
H 1.77 0.30 -2.09
H 1.60 0.74 -3.79
H 2.35 -2.25 -4.69
H 0.76 -4.08 -5.21
H -3.83 -4.84 -3.87
C 1.92 0.43 3.55
C 0.54 -0.13 3.91
C 0.28 -0.04 5.41
C 0.37 -1.54 3.38
C 1.15 -2.56 3.91
C 1.06 -3.86 3.44
C 0.19 -4.13 2.40
C -0.60 -3.14 1.83
C -1.56 -3.48 0.71
C -2.83 -4.13 1.27
C -0.94 -4.35 -0.37
C -0.54 -1.82 2.33
N -1.29 -0.78 1.75
C -2.30 -0.33 2.52
C -2.88 -0.94 3.66
C -3.94 -0.35 4.34
C -4.49 0.86 3.95
C -3.93 1.51 2.85
C -2.89 0.92 2.20
F -2.28 1.60 1.16
H 2.03 1.46 3.88
H 2.08 0.41 2.47
H 2.72 -0.16 4.03
H -0.20 0.50 3.41
H 1.02 -0.62 5.98
H -0.71 -0.41 5.66
H 0.35 1.00 5.75
H 1.85 -2.32 4.71
H 1.69 -4.64 3.86
H 0.13 -5.14 2.02
H -1.86 -2.53 0.26
H -2.60 -5.08 1.75
H -3.55 -4.31 0.46
H -3.31 -3.48 2.00
H -0.59 -5.31 0.02
H -0.09 -3.85 -0.84
H -1.67 -4.57 -1.16
H -2.49 -1.89 4.00
H -4.36 -0.87 5.20
H -5.32 1.30 4.49
H -4.28 2.48 2.51
N 1.03 -1.03 -0.11
C 1.85 -1.77 0.22
C 2.84 -2.70 0.69
C 3.75 -2.29 1.66
C 4.66 -3.21 2.15
C 4.67 -4.51 1.68
C 3.76 -4.91 0.70
C 2.84 -4.00 0.20
H 3.72 -1.27 2.02
H 5.37 -2.90 2.91
H 5.38 -5.23 2.07
H 3.76 -5.93 0.34
H 2.10 -4.30 -0.53
C -0.23 5.81 3.23
C 0.42 6.25 2.08
C 0.85 5.34 1.13
C 0.65 3.96 1.29
C -0.01 3.55 2.45
C -0.44 4.45 3.41
Ge 1.26 2.55 0.00
C 1.74 3.72 -1.58
C 0.70 4.30 -2.31
C 0.93 5.03 -3.46
C 2.23 5.20 -3.93
C 3.28 4.63 -3.23
C 3.04 3.91 -2.07
C 3.11 2.25 0.72
C 3.90 1.23 0.17
C 5.17 0.93 0.65
C 5.69 1.65 1.73
C 4.92 2.66 2.30
C 3.66 2.95 1.80
H -0.58 6.52 3.97
H 0.58 7.31 1.93
H 1.36 5.70 0.24
H -0.21 2.49 2.60
H -0.96 4.09 4.29
H -0.33 4.16 -1.98
H 0.10 5.46 -4.01
H 2.42 5.77 -4.84
H 4.30 4.76 -3.58
H 3.88 3.48 -1.53
H 3.51 0.64 -0.66
H 5.75 0.14 0.20
H 6.67 1.42 2.12
H 5.31 3.22 3.14
H 3.08 3.74 2.26
*
```

2.
Here is C61H49P3PtSi as an isolated structure at a distorted geometry from the Open Molecules 2025 dataset. Energies are from wB97M-V/def2-TZVPD.

Its LUMO energy (spin up / spin down) is -0.186 / -0.185 eV. The value obtained for the HOMO energy (spin up / spin down) is -0.190 / -0.191 hartree.

Structure (ORCA input):
```
! wB97M-V def2-TZVPD RIJCOSX def2/J DEFGRID3
* xyz 0 1
Pt 0.47 -0.29 -0.23
C 5.78 0.67 -4.27
C 6.09 0.13 -3.03
C 5.09 -0.35 -2.20
C 3.76 -0.30 -2.61
C 3.46 0.24 -3.86
C 4.46 0.72 -4.69
P 2.38 -0.96 -1.62
C 3.23 -0.98 0.00
C 3.48 0.29 0.54
C 4.27 0.40 1.68
C 4.80 -0.73 2.28
C 4.53 -1.98 1.75
C 3.75 -2.11 0.61
C 2.27 -2.71 -2.06
C 3.27 -3.42 -2.71
C 3.13 -4.78 -2.91
C 2.00 -5.44 -2.45
C 0.98 -4.72 -1.83
C 1.09 -3.34 -1.65
Si -0.32 -2.25 -1.03
C -1.20 -3.19 0.32
C -1.93 -4.37 0.13
C -2.43 -5.07 1.21
C -2.23 -4.60 2.51
C -1.55 -3.41 2.71
C -1.03 -2.72 1.62
P -0.33 -1.04 1.76
C -1.81 -0.29 2.56
C -3.05 -0.49 1.95
C -4.19 0.06 2.50
C -4.13 0.79 3.68
C -2.91 0.97 4.31
C -1.75 0.43 3.75
C 0.92 -1.06 3.07
C 1.43 0.15 3.54
C 2.34 0.17 4.59
C 2.76 -1.02 5.16
C 2.30 -2.23 4.66
C 1.39 -2.25 3.61
C -1.28 -1.75 -2.58
C -1.20 -2.59 -3.70
C -1.70 -2.19 -4.93
C -2.25 -0.93 -5.07
C -2.33 -0.08 -3.98
C -1.86 -0.48 -2.73
P -2.06 0.61 -1.25
C -0.65 1.76 -1.32
C -0.71 2.96 -0.37
C 0.43 3.92 -0.61
C 1.42 3.70 -1.49
C 1.45 2.56 -2.37
C 0.41 1.67 -2.27
C -3.49 1.64 -1.79
C -3.33 2.88 -2.42
C -4.43 3.64 -2.77
C -5.71 3.18 -2.49
C -5.88 1.95 -1.87
C -4.78 1.20 -1.51
H 6.56 1.05 -4.91
H 7.12 0.09 -2.71
H 5.36 -0.76 -1.24
H 2.42 0.29 -4.19
H 4.20 1.15 -5.65
H 3.10 1.18 0.05
H 4.46 1.39 2.09
H 5.42 -0.63 3.16
H 4.93 -2.87 2.23
H 3.56 -3.09 0.19
H 4.17 -2.91 -3.04
H 3.92 -5.34 -3.41
H 1.89 -6.50 -2.60
H 0.10 -5.25 -1.51
H -2.13 -4.73 -0.87
H -3.00 -5.98 1.05
H -2.63 -5.14 3.35
H -1.44 -3.01 3.71
H -3.11 -1.07 1.04
H -5.14 -0.09 2.01
H -5.03 1.23 4.10
H -2.84 1.54 5.22
H -0.82 0.58 4.27
H 1.11 1.09 3.10
H 2.71 1.12 4.96
H 3.47 -1.01 5.98
H 2.65 -3.16 5.08
H 1.04 -3.20 3.23
H -0.73 -3.56 -3.62
H -1.63 -2.86 -5.78
H -2.61 -0.60 -6.04
H -2.76 0.90 -4.10
H -1.66 3.50 -0.52
H 0.42 4.83 -0.03
H 2.20 4.44 -1.57
H 2.23 2.44 -3.10
H 0.35 0.87 -3.00
H -2.33 3.22 -2.65
H -4.29 4.60 -3.26
H -6.57 3.77 -2.77
H -6.88 1.59 -1.65
H -4.91 0.24 -1.01
C -0.78 2.56 1.12
C -1.42 3.59 2.01
C -2.79 3.83 1.92
C -3.41 4.76 2.74
C -2.66 5.46 3.68
C -1.30 5.24 3.78
C -0.68 4.31 2.95
H -1.37 1.65 1.18
H 0.24 2.34 1.46
H -3.38 3.27 1.20
H -4.47 4.93 2.65
H -3.14 6.19 4.32
H -0.71 5.78 4.50
H 0.38 4.14 3.02
*
```

3.
Here is C61H55BrCaCl2N4O5SSi as an isolated structure at a distorted geometry from the Open Molecules 2025 dataset. Energies are from wB97M-V/def2-TZVPD.

Its LUMO energy is 3.616 eV. The value obtained for the HOMO energy is -0.070 hartree.

Structure (ORCA input):
```
! wB97M-V def2-TZVPD RIJCOSX def2/J DEFGRID3
* xyz -2 1
Ca 0.90 1.59 -0.30
C 2.17 5.99 -1.71
C 1.99 6.79 -0.59
C 1.68 6.18 0.62
C 1.53 4.79 0.68
C 1.61 3.95 -0.44
C 1.97 4.62 -1.63
C 1.32 4.16 2.02
C 1.72 4.84 3.21
C 1.57 4.25 4.42
C 1.00 2.95 4.50
C 0.81 2.26 5.71
C 0.25 1.01 5.71
C -0.14 0.41 4.49
C 0.06 1.05 3.31
C 0.64 2.34 3.28
N 0.82 2.95 2.07
H 2.46 6.44 -2.65
H 2.10 7.87 -0.65
H 1.53 6.81 1.49
H 2.13 4.04 -2.53
H 2.18 5.81 3.14
H 1.89 4.74 5.33
H 1.11 2.73 6.64
H 0.11 0.47 6.64
H -0.59 -0.57 4.50
H -0.24 0.61 2.37
Br 5.17 2.52 2.00
C 5.07 1.32 0.50
C 5.82 0.16 0.53
C 5.70 -0.68 -0.56
C 4.84 -0.34 -1.59
C 4.13 0.85 -1.49
N 4.26 1.68 -0.46
C 3.04 1.17 -2.50
O 3.35 1.67 -3.58
O 1.90 0.82 -2.10
H 6.45 -0.08 1.38
H 6.26 -1.61 -0.59
H 4.70 -0.97 -2.46
C -1.68 1.81 0.12
Si -2.81 1.55 -1.24
C -2.11 2.30 -2.84
N -0.84 1.69 -3.21
C -1.03 0.41 -3.87
C 0.21 0.02 -4.66
C 0.42 0.98 -5.83
C -0.04 2.40 -5.45
C 0.09 2.56 -3.94
C -3.18 -0.30 -1.49
C -4.12 -0.76 -2.42
C -4.48 -2.09 -2.51
C -3.93 -3.01 -1.62
C -3.00 -2.59 -0.69
C -2.60 -1.25 -0.65
C -4.59 2.30 -1.15
C -5.71 1.60 -0.70
C -6.95 2.21 -0.56
C -7.11 3.55 -0.87
C -6.01 4.28 -1.32
C -4.78 3.65 -1.46
H -1.95 1.24 1.01
H -1.59 2.87 0.38
H -1.92 3.35 -2.59
H -2.84 2.30 -3.67
H -1.90 0.45 -4.56
H -1.28 -0.35 -3.12
H 0.11 -1.01 -5.03
H 1.07 0.03 -3.99
H -0.12 0.63 -6.72
H 1.49 1.00 -6.09
H -1.09 2.56 -5.74
H 0.55 3.16 -5.97
H -0.09 3.59 -3.62
H 1.11 2.31 -3.64
H -4.58 -0.04 -3.10
H -5.21 -2.41 -3.24
H -4.24 -4.05 -1.66
H -2.58 -3.30 0.01
H -1.84 -0.94 0.05
H -5.61 0.55 -0.44
H -7.79 1.63 -0.20
H -8.08 4.03 -0.77
H -6.12 5.33 -1.56
H -3.93 4.25 -1.79
C -0.54 -2.85 -3.69
S 0.80 -1.90 -2.95
O 1.87 -1.85 -3.98
C 1.31 -3.20 -1.80
C 0.43 -3.75 -0.88
C 0.86 -4.77 -0.05
C 2.18 -5.22 -0.12
C 3.06 -4.63 -1.02
C 2.63 -3.62 -1.86
H -0.18 -3.83 -3.97
H -0.83 -2.28 -4.58
H -1.39 -2.90 -3.01
H -0.58 -3.38 -0.80
H 0.18 -5.21 0.67
H 2.52 -6.00 0.54
H 4.09 -4.96 -1.06
H 3.28 -3.16 -2.60
Cl -2.49 -1.41 3.05
C -2.36 -3.14 3.05
C -3.51 -3.89 3.21
C -3.42 -5.27 3.33
C -2.17 -5.88 3.27
C -1.04 -5.11 3.08
Cl 0.48 -5.94 2.91
C -1.08 -3.72 2.95
N 0.03 -2.95 2.69
C 1.12 -2.85 3.56
C 1.01 -3.19 4.91
C 2.06 -2.97 5.78
C 3.23 -2.39 5.32
C 3.35 -2.07 3.97
C 2.32 -2.32 3.07
C 2.50 -2.05 1.60
C 1.70 -0.86 1.08
O 2.29 0.24 1.04
O 0.50 -1.04 0.73
H -4.46 -3.39 3.27
H -4.31 -5.87 3.46
H -2.07 -6.95 3.36
H -0.06 -2.18 2.01
H 0.07 -3.59 5.28
H 1.95 -3.22 6.83
H 4.05 -2.19 5.99
H 4.26 -1.63 3.59
H 2.20 -2.94 1.04
H 3.56 -1.84 1.41
*
```

| no. | energy (Eh) |
| --- | --- |
| 1 | -10855.0713 |
| 2 | -3786.8108 |
| 3 | -7812.6228 |